Record 1
Formula: C6H12N
Source: OMol25
Level of theory: the ωB97M-V functional and the def2-TZVPD basis

E_LUMO	-5.50	eV
frontier orbital gap	7.569	eV
charge	+1
HOMO level	-13.066	eV
2S+1	1

Geometry (Å):
C (-2.2030, -0.4393, -1.6812)
C (-3.4418, -0.9189, -1.5889)
C (0.0592, -0.6042, -0.7805)
N (-1.1668, -1.0283, -0.8920)
H (-2.0077, 0.4906, -2.1798)
H (-3.7073, -1.7176, -0.9093)
H (-4.2364, -0.3870, -2.2144)
H (0.7869, -1.2340, -0.2858)
H (0.3334, 0.3702, -1.1155)
H (-1.5104, -1.8212, -0.3223)
C (1.7595, -0.1076, 1.9643)
C (2.0691, 0.7621, 0.7426)
C (1.8774, 2.1250, 0.7846)
H (2.5611, -0.8888, 2.1588)
H (1.7426, 0.5111, 2.8861)
H (0.8279, -0.6904, 1.8449)
H (2.5996, 0.2536, -0.0239)
H (2.1077, 2.6886, -0.1052)
H (1.5489, 2.6361, 1.7174)

Need the Löwdin charges? In units of e they are: atom 1 (C): -0.138, atom 2 (C): 0.101, atom 3 (C): 0.177, atom 4 (N): 0.053, atom 5 (H): 0.127, atom 6 (H): 0.081, atom 7 (H): 0.121, atom 8 (H): 0.110, atom 9 (H): 0.107, atom 10 (H): 0.190, atom 11 (C): -0.126, atom 12 (C): -0.274, atom 13 (C): 0.028, atom 14 (H): 0.097, atom 15 (H): 0.085, atom 16 (H): 0.049, atom 17 (H): 0.078, atom 18 (H): 0.051, atom 19 (H): 0.082


Record 2
Formula: C23H21N11OPdS
Source: OMol25
Level of theory: the ωB97M-V functional and the def2-TZVPD basis

E_LUMO (spin up / spin down)	-8.62 / -8.62	eV
frontier orbital gap (spin up / spin down)	4.543 / 4.543	eV
charge	+2
HOMO level (spin up / spin down)	-13.160 / -13.159	eV
2S+1	1

Geometry (Å):
Pd (-0.0201, 0.3477, -0.9250)
N (-4.1250, -0.7398, -1.7270)
C (-2.9500, -0.3539, -1.2185)
S (-1.7749, 0.2473, -2.3762)
N (-2.7642, -0.3704, 0.0649)
N (-1.5400, 0.0947, 0.4263)
C (-1.3113, 0.3944, 1.6625)
C (-2.3533, 0.4215, 2.7142)
C (-2.4455, 1.5642, 3.5085)
C (-3.3858, 1.6296, 4.5235)
C (-4.2150, 0.5446, 4.7690)
C (-4.1253, -0.5938, 3.9790)
C (-3.2105, -0.6521, 2.9406)
C (0.0942, 0.6789, 2.0005)
C (0.5590, 0.6878, 3.3047)
C (1.9015, 0.9462, 3.5392)
C (2.7421, 1.1864, 2.4655)
C (2.2152, 1.1212, 1.1869)
N (0.9262, 0.8703, 0.9587)
H (-4.2923, -0.7396, -2.7179)
H (-4.8744, -0.9939, -1.1049)
H (-1.8049, 2.4163, 3.3131)
H (-3.4701, 2.5264, 5.1214)
H (-4.9311, 0.5853, 5.5783)
H (-4.7711, -1.4394, 4.1712)
H (-3.1437, -1.5356, 2.3230)
H (-0.1217, 0.4871, 4.1187)
H (2.2827, 0.9578, 4.5512)
H (3.7908, 1.4039, 2.6064)
H (2.8410, 1.2715, 0.3188)
O (-0.2291, -1.8253, -0.8751)
C (0.4909, -2.7895, -1.2512)
C (-0.1123, -4.0951, -1.2404)
C (0.5971, -5.1967, -1.6039)
C (1.9471, -5.0632, -1.9865)
C (2.5545, -3.8137, -2.0200)
C (1.8608, -2.6612, -1.6863)
C (2.4846, -1.3517, -1.8244)
N (1.9055, -0.1553, -1.7990)
C (2.8876, 0.7762, -2.0527)
C (4.0742, 0.1421, -2.2283)
N (3.8040, -1.1880, -2.0766)
H (-1.1413, -4.1543, -0.9151)
H (0.1300, -6.1714, -1.6088)
H (2.5149, -5.9386, -2.2690)
H (3.5850, -3.7606, -2.3439)
H (2.6797, 1.8278, -2.1170)
H (5.0603, 0.5145, -2.4392)
H (4.4871, -1.9241, -2.1462)
N (0.5056, 4.1290, -4.5339)
N (0.4963, 3.7304, -3.2302)
N (0.9869, 4.4858, -2.2768)
C (0.8527, 3.6890, -1.2257)
N (0.3032, 2.5200, -1.5548)
N (0.0870, 2.5636, -2.8728)
H (0.5128, 5.1380, -4.5966)
H (-0.1917, 3.6358, -5.0735)
H (1.1440, 3.9720, -0.2291)

Need the Löwdin charges? In units of e they are: atom 1 (Pd): 0.975, atom 2 (N): 0.134, atom 3 (C): -0.769, atom 4 (S): 0.767, atom 5 (N): 0.054, atom 6 (N): -0.064, atom 7 (C): -0.127, atom 8 (C): -0.189, atom 9 (C): -0.039, atom 10 (C): -0.049, atom 11 (C): -0.046, atom 12 (C): -0.047, atom 13 (C): -0.023, atom 14 (C): -0.187, atom 15 (C): 0.036, atom 16 (C): 0.006, atom 17 (C): -0.007, atom 18 (C): -0.093, atom 19 (N): 0.020, atom 20 (H): 0.108, atom 21 (H): 0.130, atom 22 (H): 0.125, atom 23 (H): 0.117, atom 24 (H): 0.118, atom 25 (H): 0.116, atom 26 (H): 0.112, atom 27 (H): 0.133, atom 28 (H): 0.132, atom 29 (H): 0.125, atom 30 (H): 0.096, atom 31 (O): -0.079, atom 32 (C): -0.317, atom 33 (C): 0.023, atom 34 (C): -0.041, atom 35 (C): -0.032, atom 36 (C): -0.023, atom 37 (C): -0.064, atom 38 (C): -0.233, atom 39 (N): 0.022, atom 40 (C): -0.145, atom 41 (C): -0.032, atom 42 (N): 0.143, atom 43 (H): 0.126, atom 44 (H): 0.124, atom 45 (H): 0.118, atom 46 (H): 0.112, atom 47 (H): 0.092, atom 48 (H): 0.135, atom 49 (H): 0.166, atom 50 (N): 0.171, atom 51 (N): -0.264, atom 52 (N): 0.166, atom 53 (C): -0.177, atom 54 (N): -0.075, atom 55 (N): 0.046, atom 56 (H): 0.124, atom 57 (H): 0.121, atom 58 (H): 0.124


Record 3
Formula: C4H9N3S
Source: OMol25
Level of theory: the ωB97M-V functional and the def2-TZVPD basis

E_LUMO	0.35	eV
frontier orbital gap	9.117	eV
charge	0
HOMO level	-8.766	eV
2S+1	1

Geometry (Å):
C (0.2991, -0.4004, 0.8103)
C (-1.1246, -0.8830, 1.0792)
C (-2.2631, 0.0723, 0.4075)
C (-1.6397, 1.4443, 0.3401)
H (2.1297, 1.3421, -1.7394)
H (-0.2092, -0.6418, -1.1642)
H (0.5628, 0.4636, 2.5122)
H (-1.2669, -1.8358, 0.7243)
H (-1.2223, -1.0368, 2.2544)
H (-3.4147, -0.4033, 0.4709)
H (-2.3073, 2.3892, 0.2870)
H (-0.5469, 1.5661, 0.9519)
H (-2.2712, 1.1122, -1.7026)
N (0.6584, -0.7763, -0.4881)
N (1.1424, 0.3343, 1.5967)
N (-1.6288, 0.6151, -0.8956)
S (2.2320, -0.3479, -1.2443)

Need the Löwdin charges? In units of e they are: atom 1 (C): -0.553, atom 2 (C): -0.121, atom 3 (C): -0.234, atom 4 (C): -0.202, atom 5 (H): -0.001, atom 6 (H): 0.101, atom 7 (H): 0.066, atom 8 (H): 0.058, atom 9 (H): 0.150, atom 10 (H): 0.187, atom 11 (H): 0.117, atom 12 (H): 0.146, atom 13 (H): 0.167, atom 14 (N): -0.407, atom 15 (N): 0.053, atom 16 (N): -0.078, atom 17 (S): 0.549


The evaluated ΔE to the lowest compared entry with this formula, charge and spin for the records listed, in turn: 2.845; 2.227; 5.773 eV.
The evaluated calculated total energy for the records listed, in turn: -290.21736; -2092.05789; -720.06121 hartree.